Below is C39H49BF10N2PPtSb as an isolated structure, with properties calculated with wB97M-V/def2-TZVPD.

XYZ file:
```
104
C39H49BF10N2PPtSb | OMol25 | wB97M-V/def2-TZVPD
Pt 0.56 0.96 0.43
C 4.14 -2.20 2.43
C 2.85 -2.21 1.60
C 2.91 -3.32 0.55
C 1.60 -2.34 2.44
C 1.60 -3.11 3.60
C 0.45 -3.28 4.35
C -0.73 -2.68 3.95
C -0.78 -1.90 2.79
C -2.10 -1.26 2.40
C -2.52 -0.22 3.44
C -3.21 -2.30 2.20
C 0.39 -1.75 2.05
N 0.31 -1.03 0.81
C -0.20 -1.66 -0.25
C -0.51 -0.90 -1.41
N -0.23 0.39 -1.39
C -0.79 1.34 -2.30
C 0.04 1.97 -3.22
C -0.53 2.94 -4.05
C -1.86 3.27 -3.94
C -2.66 2.65 -2.99
C -2.14 1.68 -2.15
C -2.98 1.13 -1.00
C -2.81 2.03 0.22
C -4.45 0.96 -1.36
C 1.51 1.63 -3.32
C 1.72 0.54 -4.39
C 2.38 2.85 -3.60
C -1.16 -1.77 -2.39
C -1.69 -1.61 -3.64
C -2.26 -2.75 -4.27
C -2.30 -3.98 -3.67
C -1.77 -4.17 -2.37
C -1.75 -5.37 -1.60
C -1.21 -5.37 -0.35
C -0.65 -4.21 0.25
C -0.65 -3.04 -0.47
C -1.22 -3.05 -1.77
H 4.97 -1.95 1.78
H 4.33 -3.18 2.87
H 4.11 -1.46 3.23
H 2.80 -1.26 1.07
H 3.00 -4.30 1.03
H 3.78 -3.16 -0.09
H 2.02 -3.33 -0.08
H 2.52 -3.58 3.92
H 0.47 -3.88 5.25
H -1.63 -2.81 4.54
H -1.96 -0.74 1.45
H -2.61 -0.67 4.43
H -3.48 0.22 3.18
H -1.79 0.59 3.50
H -3.50 -2.76 3.14
H -2.88 -3.09 1.52
H -4.09 -1.83 1.77
H 0.10 3.47 -4.75
H -2.28 4.05 -4.56
H -3.70 2.96 -2.89
H -2.60 0.14 -0.74
H -3.15 3.05 0.01
H -1.75 2.13 0.51
H -3.37 1.64 1.08
H -4.94 1.93 -1.50
H -4.98 0.45 -0.54
H -4.58 0.37 -2.26
H 1.82 1.21 -2.37
H 1.36 0.89 -5.36
H 1.18 -0.38 -4.14
H 2.78 0.30 -4.47
H 2.36 3.12 -4.66
H 3.41 2.64 -3.32
H 2.04 3.72 -3.03
H -1.67 -0.65 -4.14
H -2.67 -2.63 -5.27
H -2.75 -4.82 -4.19
H -2.17 -6.28 -2.02
H -1.20 -6.29 0.22
H -0.23 -4.27 1.25
C 1.69 0.86 3.81
P 1.33 1.92 2.39
C 0.09 3.11 2.97
C 2.83 2.86 2.09
H 2.14 1.48 4.59
H 2.39 0.07 3.52
H 0.78 0.40 4.19
H 0.52 3.67 3.80
H -0.81 2.59 3.31
H -0.16 3.80 2.16
H 3.00 3.53 2.94
H 2.69 3.47 1.20
H 3.66 2.18 1.94
F 0.50 2.85 -0.07
Sb 0.57 5.75 -0.03
F 2.19 6.64 -0.66
F -0.28 5.95 -1.79
F -0.10 7.44 0.49
F -1.07 4.99 0.77
F 1.43 5.50 1.73
F 2.63 0.68 -0.41
B 4.10 0.50 -0.47
F 4.32 -0.74 -1.06
F 4.61 1.54 -1.22
F 4.56 0.52 0.84
```

The charge is -1. The orbital gap (spin up / spin down) is 5.987 / 6.201 eV. Its expectation value of S² is 3.7687. For the energy, the calculation gives -3349.95460 hartree. As for the multiplicity: 4. The HOMO energy (spin up / spin down) is -4.9 / -6.6 eV.